(1)
{"formula": "C36H109N23O15", "method": "ωB97M-V with the def2-TZVPD basis set", "homo_lumo_gap_ev": 8.90, "charge": 0, "max_force_ev_per_a": 5.41, "e_above_lowest_ev": 2.021, "elements": ["C", "C", "C", "O", "C", "N", "H", "H", "H", "H", "H", "H", "H", "H", "H", "H", "H", "C", "C", "C", "O", "C", "N", "H", "H", "H", "H", "H", "H", "H", "H", "H", "H", "H", "C", "C", "C", "O", "C", "N", "H", "H", "H", "H", "H", "H", "H", "H", "H", "H", "H", "C", "C", "C", "O", "C", "N", "H", "H", "H", "H", "H", "H", "H", "H", "H", "H", "H", "C", "C", "C", "O", "C", "N", "H", "H", "H", "H", "H", "H", "H", "H", "H", "H", "H", "C", "C", "C", "O", "C", "N", "H", "H", "H", "H", "H", "H", "H", "H", "H", "H", "H", "C", "C", "C", "O", "C", "N", "H", "H", "H", "H", "H", "H", "H", "H", "H", "H", "H", "C", "O", "N", "N", "H", "H", "H", "H", "C", "O", "N", "N", "H", "H", "H", "H", "C", "O", "N", "N", "H", "H", "H", "H", "C", "O", "N", "N", "H", "H", "H", "H", "C", "O", "N", "N", "H", "H", "H", "H", "C", "O", "N", "N", "H", "H", "H", "H", "C", "O", "N", "N", "H", "H", "H", "H", "C", "O", "N", "N", "H", "H", "H", "H"], "xyz": [[8.45, 19.06, 17.67], [8.51, 19.57, 16.24], [8.09, 18.45, 15.34], [6.75, 18.05, 15.64], [6.74, 16.68, 15.97], [7.65, 20.68, 15.87], [8.61, 19.82, 18.43], [9.24, 18.31, 17.86], [7.51, 18.58, 17.93], [9.57, 19.72, 15.97], [8.74, 17.52, 15.41], [8.14, 18.64, 14.28], [7.06, 16.05, 15.17], [5.70, 16.48, 16.15], [7.22, 16.54, 16.91], [7.32, 21.16, 16.68], [6.80, 20.26, 15.47], [14.64, 9.77, 18.03], [14.36, 9.84, 19.53], [15.68, 9.76, 20.25], [15.32, 9.56, 21.61], [16.44, 9.55, 22.47], [13.69, 11.03, 19.95], [15.44, 10.43, 17.65], [13.76, 9.90, 17.41], [14.96, 8.78, 17.80], [13.77, 8.98, 19.85], [16.20, 10.70, 20.08], [16.31, 8.97, 19.92], [16.09, 9.30, 23.45], [16.93, 10.52, 22.55], [17.17, 8.81, 22.11], [13.29, 11.04, 20.90], [12.91, 11.32, 19.31], [19.02, 13.42, 18.12], [17.81, 14.28, 18.37], [16.77, 13.73, 19.34], [17.22, 13.83, 20.63], [16.24, 13.50, 21.60], [18.18, 15.65, 18.85], [18.77, 12.39, 17.85], [19.71, 13.44, 18.96], [19.55, 13.80, 17.23], [17.30, 14.41, 17.42], [16.63, 12.69, 19.03], [15.82, 14.22, 19.22], [15.80, 12.52, 21.41], [15.39, 14.27, 21.50], [16.62, 13.54, 22.62], [18.55, 15.56, 19.74], [18.98, 15.92, 18.27], [8.66, 16.92, 11.96], [7.21, 16.62, 11.51], [6.93, 15.12, 11.68], [7.09, 14.64, 12.93], [7.25, 13.25, 12.96], [6.35, 17.50, 12.43], [8.84, 18.00, 12.14], [9.43, 16.52, 11.20], [8.84, 16.43, 12.93], [7.00, 16.87, 10.43], [7.54, 14.64, 10.95], [5.89, 14.96, 11.29], [8.25, 12.99, 12.61], [6.42, 12.80, 12.34], [7.22, 12.93, 14.04], [6.49, 17.19, 13.36], [5.34, 17.34, 12.18], [10.00, 10.69, 14.23], [10.76, 11.95, 14.71], [11.45, 11.63, 15.99], [10.55, 11.21, 17.02], [9.45, 12.03, 17.44], [11.80, 12.41, 13.83], [10.64, 9.77, 14.26], [9.78, 10.80, 13.17], [9.10, 10.61, 14.79], [10.06, 12.77, 14.84], [11.98, 12.46, 16.38], [12.06, 10.77, 16.00], [8.63, 11.82, 16.74], [9.72, 13.10, 17.54], [9.04, 11.86, 18.41], [11.46, 12.40, 12.87], [12.68, 11.91, 13.88], [11.53, 17.71, 14.22], [11.91, 16.26, 14.73], [12.51, 16.42, 16.09], [13.31, 15.25, 16.26], [13.90, 15.19, 17.53], [10.81, 15.36, 14.72], [10.57, 17.99, 14.68], [11.46, 17.63, 13.13], [12.32, 18.47, 14.50], [12.61, 15.95, 14.00], [11.79, 16.37, 16.91], [13.11, 17.34, 16.18], [13.25, 15.20, 18.39], [14.45, 16.18, 17.64], [14.58, 14.33, 17.61], [10.26, 15.45, 15.57], [11.20, 14.43, 14.62], [17.19, 14.23, 11.34], [15.94, 13.58, 11.84], [16.20, 13.12, 13.34], [15.13, 12.52, 13.96], [15.31, 12.36, 15.30], [14.77, 14.48, 11.69], [18.04, 13.51, 11.35], [17.40, 15.16, 11.90], [17.12, 14.52, 10.29], [15.74, 12.61, 11.35], [16.51, 13.86, 14.03], [16.93, 12.31, 13.27], [14.42, 11.84, 15.77], [15.40, 13.36, 15.74], [16.22, 11.75, 15.56], [15.06, 15.43, 11.88], [14.03, 14.17, 12.31], [12.16, 15.71, 21.98], [12.66, 15.08, 22.91], [11.13, 15.15, 21.17], [12.46, 17.00, 21.67], [10.82, 14.26, 21.56], [10.36, 15.66, 20.80], [13.13, 17.42, 22.28], [12.17, 17.36, 20.80], [12.70, 19.47, 18.12], [12.94, 18.38, 18.59], [13.35, 20.58, 18.52], [11.91, 19.59, 17.09], [13.76, 20.44, 19.48], [12.87, 21.49, 18.45], [11.91, 20.39, 16.48], [11.58, 18.65, 16.90], [11.38, 14.22, 11.00], [10.61, 13.26, 11.23], [11.55, 15.21, 11.87], [12.13, 14.29, 9.81], [10.88, 15.20, 12.62], [12.20, 15.99, 11.76], [12.18, 13.52, 9.26], [13.03, 14.82, 10.01], [9.54, 21.06, 12.69], [10.46, 20.93, 11.83], [8.27, 20.78, 12.32], [9.71, 21.55, 13.88], [7.56, 20.78, 13.00], [8.04, 20.66, 11.36], [8.95, 21.78, 14.57], [10.57, 21.52, 14.33], [15.83, 18.31, 20.53], [15.06, 19.27, 20.81], [17.28, 18.48, 20.57], [15.41, 17.01, 20.38], [17.44, 19.39, 21.07], [17.74, 17.62, 20.95], [14.49, 16.98, 20.06], [16.04, 16.35, 19.93], [13.43, 21.56, 14.14], [12.57, 20.88, 14.67], [13.26, 22.03, 12.84], [14.61, 21.94, 14.84], [12.28, 21.84, 12.50], [14.07, 22.38, 12.37], [15.28, 22.45, 14.33], [14.92, 21.05, 15.28], [12.49, 18.07, 10.49], [13.28, 17.12, 10.73], [12.75, 19.26, 11.15], [11.28, 18.05, 9.78], [11.97, 19.89, 11.25], [13.48, 19.12, 11.83], [10.72, 18.85, 9.63], [10.99, 17.19, 9.36], [16.06, 19.09, 16.60], [15.28, 19.31, 15.69], [16.76, 17.90, 16.62], [16.24, 19.93, 17.69], [17.10, 17.49, 17.46], [16.61, 17.25, 15.84], [15.47, 20.51, 17.98], [16.90, 19.74, 18.41]], "mulliken_charge": [-1.691, 3.139, -0.012, -0.551, -0.772, -0.594, 0.380, 0.274, 0.415, -1.551, 0.378, -0.479, 0.272, 0.210, 0.445, 0.279, 0.258, -1.206, 0.573, -0.538, -0.383, -0.703, -0.310, 0.140, 0.214, 0.534, 0.176, -0.045, 0.593, 0.274, 0.218, 0.301, 0.279, 0.036, -1.640, 0.869, 0.229, -0.563, 0.269, -0.425, 0.327, 0.368, 0.455, -0.103, 0.060, -0.134, -0.269, -0.129, 0.320, 0.239, 0.276, 0.482, 0.129, -1.101, -0.100, -0.635, -0.567, -0.313, 0.115, -0.351, 0.358, 0.586, 0.384, 0.216, 0.326, 0.108, 0.073, 0.289, -1.655, 1.040, -0.607, -0.502, -0.546, -0.366, 0.269, 0.482, 0.375, 0.089, -0.032, 0.394, 0.226, 0.101, 0.347, 0.112, 0.069, 1.057, 1.171, -0.388, 0.038, -0.164, 0.262, -0.903, -0.886, 0.079, -0.295, 0.364, -0.287, 0.366, -0.201, -0.209, 0.285, -0.478, -1.645, 0.432, -1.099, -0.280, 0.349, -0.095, 0.409, 0.371, 0.395, 0.334, 0.552, 0.304, -0.472, -0.071, 0.437, 0.103, -0.046, 0.505, -0.654, -0.338, -0.279, 0.223, 0.198, 0.195, 0.119, 0.212, -0.127, -0.442, 0.504, 0.308, 0.183, 0.177, -0.818, -0.161, -0.749, 2.484, -0.338, -1.011, -0.748, 0.298, 0.177, 0.570, -0.885, -0.267, -0.237, 0.151, 0.209, 0.288, 0.015, 0.457, -0.734, -0.492, 0.089, 0.288, 0.240, -0.087, 0.034, 0.438, -0.418, -0.380, -0.634, 0.069, 0.219, 0.227, 0.366, 0.402, -0.618, -0.332, -0.211, 0.422, 0.134, 0.186, 0.252, 0.371, -0.545, -0.326, -0.363, 0.179, 0.199, 0.253, 0.269]}



(2)
{"formula": "C36H18F15OSi", "method": "ωB97M-V with the def2-TZVPD basis set", "homo_lumo_gap_ev": 7.01, "charge": 1, "max_force_ev_per_a": 4.20, "e_above_lowest_ev": 0.000, "elements": ["F", "C", "C", "F", "C", "F", "C", "Si", "C", "C", "F", "C", "F", "C", "F", "C", "F", "C", "F", "C", "C", "F", "C", "F", "C", "F", "C", "F", "C", "F", "O", "C", "C", "C", "C", "C", "C", "F", "C", "F", "H", "H", "H", "H", "H", "H", "H", "C", "C", "C", "C", "C", "C", "C", "C", "C", "C", "C", "C", "C", "H", "H", "H", "H", "H", "H", "H", "H", "H", "H", "H"], "xyz": [[-4.71, 2.14, -2.22], [-3.91, 1.59, -1.29], [-3.25, 2.41, -0.38], [-3.45, 3.74, -0.39], [-2.37, 1.84, 0.53], [-1.77, 2.64, 1.45], [-2.10, 0.48, 0.55], [-0.85, -0.31, 1.67], [0.29, 0.72, 2.72], [0.47, 0.60, 4.10], [-0.37, -0.18, 4.83], [1.46, 1.29, 4.80], [1.58, 1.14, 6.14], [2.34, 2.12, 4.11], [3.34, 2.74, 4.76], [2.16, 2.31, 2.74], [3.01, 3.10, 2.04], [1.11, 1.66, 2.10], [0.85, 1.99, 0.80], [-1.90, -1.45, 2.74], [-3.11, -0.96, 3.25], [-3.48, 0.32, 2.99], [-3.96, -1.71, 4.06], [-5.12, -1.19, 4.50], [-3.58, -3.00, 4.43], [-4.38, -3.75, 5.21], [-2.36, -3.52, 3.98], [-1.97, -4.76, 4.35], [-1.55, -2.73, 3.17], [-0.33, -3.23, 2.82], [0.25, -0.76, 0.36], [0.53, -1.67, -0.49], [0.60, -1.43, -1.96], [1.34, -2.72, -2.48], [1.37, -3.73, -1.34], [0.81, -3.06, -0.08], [-2.78, -0.31, -0.37], [-2.52, -1.65, -0.41], [-3.67, 0.22, -1.29], [-4.26, -0.57, -2.21], [-0.45, -1.55, -2.29], [0.76, -3.12, -3.33], [2.34, -2.46, -2.83], [0.73, -4.59, -1.59], [2.38, -4.10, -1.17], [1.51, -3.11, 0.78], [-0.16, -3.52, 0.22], [1.16, -0.25, -2.54], [0.21, 0.95, -2.65], [-0.98, 0.76, -3.36], [-1.73, 1.86, -3.79], [-1.36, 3.15, -3.42], [-0.26, 3.34, -2.58], [0.51, 2.24, -2.19], [2.59, 0.18, -2.14], [3.11, 0.12, -0.85], [4.37, 0.70, -0.59], [5.12, 1.23, -1.63], [4.63, 1.20, -2.95], [3.35, 0.71, -3.19], [1.33, -0.52, -3.60], [-1.32, -0.25, -3.61], [-2.62, 1.69, -4.40], [-1.94, 4.01, -3.77], [0.01, 4.34, -2.25], [1.36, 2.40, -1.52], [2.55, -0.35, -0.05], [4.76, 0.69, 0.43], [6.12, 1.63, -1.44], [5.22, 1.55, -3.80], [2.93, 0.72, -4.20]], "mulliken_charge": [-0.351, 0.604, 0.163, -0.345, 1.260, -0.394, 0.429, -0.773, 0.411, 0.079, -0.268, 0.023, -0.270, 0.708, -0.275, -0.309, -0.318, 0.025, 0.089, -0.027, 0.449, -0.334, 0.200, -0.270, 0.636, -0.261, 0.148, -0.272, 0.188, -0.392, 0.404, -0.777, 1.097, -1.121, -0.784, -0.567, 0.128, -0.478, 0.265, -0.365, 0.709, 0.348, 0.398, 0.328, 0.337, 0.272, 0.241, 0.184, -0.282, -0.315, -0.886, -0.583, -0.895, 0.115, -0.373, 0.919, -1.118, -0.581, -0.812, -0.439, 0.657, 0.519, 0.463, 0.422, 0.415, 0.410, 0.491, 0.459, 0.408, 0.414, 0.422]}